Entry 1:
This record from the Open Molecules 2025 dataset describes a molecular structure, C24H40N4O2SbSc. The level of theory is the ωB97M-V functional and the def2-TZVPD basis.

XYZ file:
```
72
Properties=species:S:1:pos:R:3:forces:R:3
Sc 0.281861 1.738249 -0.139168 0.0 0.5 0.2
N 2.989431 2.211571 -0.403049 -0.1 -0.2 0.0
C 2.865546 3.441209 -1.251524 -0.1 0.0 0.0
C 1.359208 3.426302 -1.309738 0.0 -0.2 0.3
O 0.705706 3.886937 -0.343528 0.0 0.0 0.0
O 0.827518 2.467341 -1.979259 -0.1 -0.1 -0.4
H 3.681399 2.348629 0.325688 0.0 0.0 0.0
H 3.306724 1.435679 -0.976741 0.1 0.0 0.1
H 3.344654 3.330527 -2.219692 0.0 0.0 0.0
H 3.236345 4.314463 -0.724955 0.0 0.0 0.0
N -2.311379 2.652131 2.028411 -0.1 0.1 0.1
C -2.691467 2.583297 0.703335 0.0 -0.1 -0.1
C -3.986383 3.011050 0.380731 0.0 0.0 0.0
C -4.414885 2.951118 -0.922781 0.1 0.0 0.1
C -3.555946 2.449964 -1.903002 0.0 -0.1 0.0
C -2.314383 2.034669 -1.511387 0.0 0.0 -0.2
N -1.864929 2.098416 -0.231515 -0.1 0.0 0.1
C -1.097704 2.533152 2.670627 0.1 0.0 0.0
C -1.073440 2.794564 4.048827 0.0 0.0 0.0
C 0.111509 2.699160 4.733606 -0.1 0.0 -0.1
C 1.274401 2.345183 4.044426 0.1 0.0 -0.1
C 1.173864 2.103208 2.703532 0.0 0.0 0.1
N 0.010307 2.181992 2.008107 -0.1 -0.1 -0.1
H -3.053700 2.965968 2.635680 0.0 0.0 0.0
H -4.631393 3.399208 1.157161 0.0 0.0 0.0
H -5.405983 3.295867 -1.183279 0.0 0.0 0.0
H -3.851199 2.388275 -2.939489 0.0 0.0 0.0
H -1.608103 1.650584 -2.239764 0.0 0.0 0.0
H -1.985288 3.075039 4.558193 0.0 0.0 0.0
H 0.142717 2.903217 5.794943 0.0 0.0 0.0
H 2.226282 2.268184 4.547817 0.0 0.0 0.0
H 2.046179 1.828849 2.120284 0.0 0.0 0.0
C 2.093568 -3.551215 0.637265 0.0 0.1 -0.1
C 1.711716 -2.108424 0.946635 0.0 0.1 0.0
C 1.045844 -2.002440 2.321067 0.0 0.0 -0.1
C 2.967360 -1.233782 0.956898 -0.1 0.0 0.0
Sb 0.315148 -1.250371 -0.508694 -0.1 -0.1 0.0
C -1.648333 -2.187797 -0.171206 0.0 0.0 0.0
C -2.503779 -1.987538 -1.419908 0.1 0.0 0.0
C -2.306259 -1.472402 1.009412 0.1 0.1 0.0
C -1.521536 -3.680786 0.123125 0.1 0.1 0.0
C 0.984896 -1.684823 -2.553804 0.0 0.0 0.0
C 0.100182 -0.881142 -3.510883 0.0 0.0 0.1
C 2.416290 -1.161747 -2.673256 -0.1 0.0 0.0
C 0.920863 -3.172148 -2.884548 -0.1 0.0 0.1
H 2.730340 -3.927570 1.442147 0.0 0.0 0.0
H 2.663462 -3.624691 -0.289578 0.0 0.0 0.0
H 1.229993 -4.208415 0.563255 0.0 0.0 0.0
H 1.774752 -2.270877 3.090097 0.0 0.0 0.0
H 0.201096 -2.681540 2.425474 0.0 0.0 0.0
H 0.701265 -0.984671 2.535598 0.0 0.0 0.0
H 3.636784 -1.579573 1.748749 0.0 0.0 0.0
H 2.726260 -0.184887 1.166309 0.0 0.0 0.0
H 3.521855 -1.282954 0.020341 0.0 0.0 0.0
H -2.541113 -0.943309 -1.743207 0.0 0.0 0.0
H -3.526792 -2.302972 -1.199800 0.0 0.0 0.0
H -2.148001 -2.597410 -2.250118 0.0 0.0 0.0
H -2.465149 -0.411519 0.792942 0.0 0.0 0.0
H -1.728876 -1.558299 1.930218 0.0 0.0 0.0
H -3.285339 -1.922925 1.191707 0.0 0.0 0.0
H -1.000779 -4.215884 -0.671404 0.0 0.0 0.0
H -2.523423 -4.109737 0.205453 0.0 0.0 0.0
H -1.008765 -3.874983 1.063629 0.0 0.0 0.0
H 0.056669 0.177093 -3.233804 0.0 0.0 0.0
H -0.913117 -1.269149 -3.574782 -0.1 0.0 0.0
H 0.535752 -0.929062 -4.511988 0.0 0.0 0.0
H 2.453165 -0.080704 -2.495464 0.0 0.0 0.0
H 2.769744 -1.331268 -3.693449 0.0 0.0 0.0
H 3.108890 -1.670245 -2.003119 0.0 0.0 0.0
H -0.076630 -3.582820 -2.722575 0.0 0.0 0.0
H 1.631156 -3.756493 -2.300571 0.0 0.0 0.0
H 1.163386 -3.314540 -3.940631 0.0 0.0 0.0
```
Positions in Å, forces in eV/Å.

Computed properties:
LUMO energy ... -6.311 eV
Net charge ... +2
Frontier orbital gap ... 8.2 eV
Molar mass ... 583.3 g/mol
ΔE to the lowest compared entry with this formula, charge and spin ... 0.0 kcal/mol

***

Entry 2:
This record from the Open Molecules 2025 dataset describes a molecular structure, C24H40N5O6SSi2TeV in a non-equilibrium geometry. The level of theory is the ωB97M-V functional and the def2-TZVPD basis.

XYZ file:
```
80
Properties=species:S:1:pos:R:3:forces:R:3
V 2.140493 -0.113864 1.215170 -0.1 -0.3 0.0
C 2.427567 -2.002112 3.548871 -0.1 0.1 -0.2
C 3.112135 -0.714424 3.990367 0.1 0.0 -0.1
N 3.654429 0.026972 2.838121 0.1 -0.1 0.0
C 4.924991 -0.470033 2.280840 -0.1 0.0 0.3
C 4.708577 -1.516966 1.214728 -0.3 0.1 -0.2
C 5.649299 -2.444081 0.809775 0.3 0.0 0.2
C 5.368867 -3.276501 -0.264689 -0.1 0.1 0.0
C 4.148871 -3.137440 -0.919036 0.0 -0.2 -0.2
C 3.239960 -2.203270 -0.469906 0.0 0.3 0.2
C 1.936178 -1.848657 -1.140379 -0.3 -0.1 0.0
N 0.960927 -1.301660 -0.191241 0.0 -0.3 0.1
C 0.154366 -2.284368 0.542251 0.1 0.1 -0.1
C 0.897472 -2.817555 1.763751 0.1 0.2 0.0
N 1.369236 -1.694606 2.581088 0.0 -0.1 0.0
N 3.513689 -1.428904 0.601173 0.7 -0.6 -0.4
H 2.052366 -2.539171 4.424347 0.0 0.0 0.1
H 3.146466 -2.655512 3.049500 0.0 0.0 0.0
H 3.896994 -0.952173 4.716796 0.0 0.0 0.1
H 2.383152 -0.064736 4.471612 -0.1 0.1 0.0
H 3.758939 1.005049 3.077746 0.0 0.0 0.0
H 5.582121 -0.854455 3.068512 0.1 0.0 0.0
H 5.411239 0.389324 1.817751 0.0 0.0 -0.1
H 6.602553 -2.501200 1.323513 0.0 0.0 0.0
H 6.095014 -4.005464 -0.600485 0.0 0.0 0.0
H 3.913004 -3.744578 -1.784068 0.0 0.0 0.0
H 1.527277 -2.706119 -1.684927 0.0 -0.1 -0.1
H 2.123096 -1.046234 -1.858552 0.1 0.0 0.0
H 0.388000 -0.596632 -0.667758 0.1 0.0 -0.1
H -0.139816 -3.122115 -0.100666 0.0 0.0 0.0
H -0.761144 -1.776001 0.850026 0.0 0.0 0.0
H 1.778775 -3.376027 1.444982 0.0 -0.1 0.0
H 0.257573 -3.505851 2.324135 -0.1 -0.1 0.0
H 0.594821 -1.217397 3.036527 0.0 0.0 0.0
O 2.471558 5.424986 -2.084445 0.1 0.7 -0.2
C 2.271155 4.319125 -1.658989 -0.1 -0.6 0.2
C 1.130922 3.402965 -2.050102 0.4 -0.3 0.4
O 0.203010 3.689769 -2.776685 -0.5 0.1 -0.4
C 1.379028 2.099589 -1.401131 0.1 0.0 0.0
C 2.545682 2.227332 -0.587165 -0.4 -0.4 -0.2
O 3.051288 1.278255 0.116536 0.3 0.1 0.0
C 3.118871 3.558592 -0.665622 -0.3 0.1 -0.2
O 4.080488 3.995210 -0.058039 0.3 0.1 0.1
O 0.670236 1.053574 -1.578786 0.3 0.5 0.1
O 0.345094 1.852106 4.455579 0.1 -0.2 0.1
S 0.455937 2.175189 3.016810 -0.4 0.4 0.2
N 0.933171 1.166551 2.074874 -0.5 0.5 0.3
C -2.704923 0.679640 -5.487749 0.0 0.0 -0.1
Si -2.380713 0.018800 -3.755760 0.1 0.1 0.1
C -3.762656 -1.183023 -3.322271 -0.1 -0.1 0.0
C -0.736328 -0.887218 -3.743169 0.0 -0.1 -0.1
C -2.366686 1.448308 -2.553074 -0.1 0.0 0.0
Te -2.014789 0.868694 -0.518850 0.1 0.0 -0.1
C -4.090853 0.375931 -0.129621 -0.2 0.1 0.0
Si -4.808264 1.468215 1.208033 0.1 0.0 0.0
C -4.684219 3.275754 0.739888 0.0 0.1 -0.1
C -6.628347 1.056219 1.467984 -0.1 -0.1 0.0
C -3.880541 1.138125 2.803387 -0.1 0.0 0.1
H -2.738538 -0.134062 -6.221475 0.0 0.1 0.1
H -1.912950 1.373866 -5.788559 -0.1 -0.1 0.0
H -3.657309 1.218966 -5.534672 0.1 0.0 0.0
H -3.738288 -2.052217 -3.989659 0.0 0.1 0.0
H -4.749665 -0.716097 -3.413917 0.1 0.0 0.0
H -3.651563 -1.542012 -2.293441 0.0 0.0 -0.1
H -0.386201 -1.067505 -4.766411 -0.1 0.0 0.1
H -0.819657 -1.856242 -3.237683 0.0 0.1 0.0
H 0.008033 -0.277496 -3.228194 0.0 0.0 0.0
H -3.320517 1.986728 -2.546693 0.1 0.0 0.0
H -1.571202 2.168503 -2.773328 0.0 -0.1 0.0
H -4.157486 -0.682151 0.135346 0.0 0.0 0.0
H -4.636655 0.499531 -1.070939 0.1 0.0 0.1
H -5.262584 3.484403 -0.167012 0.0 0.0 0.1
H -3.646954 3.561940 0.546593 -0.1 0.0 0.0
H -5.074202 3.913246 1.540367 0.0 -0.1 -0.1
H -7.196670 1.190343 0.540772 0.1 0.0 0.1
H -7.078511 1.699042 2.233256 0.0 -0.1 -0.1
H -6.754869 0.016329 1.789155 0.0 0.1 0.0
H -2.809562 1.319593 2.690304 0.0 0.0 0.0
H -4.018916 0.100588 3.127876 0.0 0.1 0.0
H -4.241346 1.788777 3.606811 0.0 -0.1 0.0
```
Positions in Å, forces in eV/Å.

Computed properties:
LUMO energy (alpha / beta) ... 1.891 / 1.898 eV
Net charge ... -1
Frontier orbital gap (alpha / beta) ... 5.2 / 5.7 eV
Spin multiplicity ... 4
Molar mass ... 761.4 g/mol
⟨S²⟩ ... 3.782
ΔE to the lowest compared entry with this formula, charge and spin ... 5.0 kcal/mol

***

Entry 3:
This record from the Open Molecules 2025 dataset describes a molecular structure, C24H40N6O2PSeTeV. The level of theory is the ωB97M-V functional and the def2-TZVPD basis.

XYZ file:
```
76
Properties=species:S:1:pos:R:3:forces:R:3
V -0.084048 1.652468 1.062287 0.0 0.5 0.0
O -0.145939 1.109198 4.997474 0.1 -0.1 0.4
C 0.326914 0.917735 3.882987 -0.1 0.2 -0.5
O -0.453884 0.913085 2.821446 0.0 -0.3 0.0
C 2.390333 0.916602 2.638650 0.0 0.1 -0.2
C 3.792629 0.548317 2.663746 -0.2 0.0 0.2
C 4.639851 0.887926 1.663110 0.0 0.1 -0.1
C 4.157112 1.611866 0.543315 0.1 0.0 0.0
C 2.819588 1.870683 0.509336 -0.1 -0.1 0.1
N 1.939952 1.510176 1.469174 0.1 -0.1 0.2
H 4.125425 0.020571 3.547682 0.0 0.0 0.0
H 5.687798 0.616517 1.726509 0.0 0.0 0.0
H 4.802517 1.933847 -0.261802 0.0 0.0 0.0
H 2.373824 2.398486 -0.328563 0.0 0.0 -0.1
C 0.121823 4.292978 4.378147 -0.2 0.0 0.0
Te -0.476363 4.392736 2.325519 0.1 -0.1 0.1
C -2.455886 3.640239 2.589646 0.0 0.1 0.1
H 0.009042 3.281969 4.763912 0.0 -0.1 -0.1
H -0.481376 4.983719 4.964345 0.0 0.1 -0.1
H 1.168929 4.587312 4.429760 0.0 0.0 -0.1
H -3.055935 4.365138 3.134461 0.0 0.0 0.0
H -2.385236 2.695245 3.125353 0.0 0.0 0.0
H -2.887031 3.486376 1.599069 0.1 0.0 0.0
N 1.685137 0.683109 3.719937 0.2 -0.2 0.2
P -0.293382 -0.361340 -0.390001 -0.1 0.1 0.0
N -0.001050 -1.845648 0.287027 0.1 -0.2 0.1
C -0.468029 -3.078168 -0.324597 0.0 -0.1 0.0
C 0.588760 -4.177892 -0.239591 0.0 0.0 0.0
C 1.084710 -4.356607 1.194185 0.0 0.0 0.0
C 1.554562 -3.021489 1.769524 0.0 0.0 0.0
C 0.445985 -1.982414 1.669106 0.0 -0.1 0.0
N 0.546341 -0.436608 -1.874564 0.0 0.1 -0.1
C 0.575456 0.817114 -2.643202 0.0 -0.1 -0.1
C 0.873285 0.517603 -4.105721 0.0 0.0 0.0
C 2.199938 -0.225871 -4.235450 0.0 0.0 0.0
C 2.225257 -1.451436 -3.325262 0.0 0.0 0.0
C 1.868965 -1.063659 -1.895979 -0.1 0.0 0.0
N -1.920045 -0.485249 -0.907450 0.0 0.2 0.0
C -2.825646 0.014256 0.133385 0.0 0.0 -0.1
C -4.199620 -0.626148 -0.000992 0.0 0.0 0.0
C -4.762427 -0.380768 -1.397132 0.0 0.0 0.0
C -3.777042 -0.869281 -2.452291 0.0 0.0 0.0
C -2.411068 -0.220381 -2.254919 0.0 -0.1 -0.1
H -0.738004 -2.881675 -1.363438 0.0 0.0 0.0
H -1.382330 -3.417471 0.185827 0.0 0.0 0.0
H 1.432589 -3.924555 -0.887796 0.0 0.0 0.0
H 0.161885 -5.107785 -0.626951 0.0 0.0 0.0
H 1.882468 -5.102490 1.229406 0.0 0.0 0.0
H 0.263792 -4.739014 1.812347 0.0 0.0 0.0
H 2.431724 -2.662995 1.219928 0.0 0.0 0.0
H 1.849597 -3.119829 2.816228 0.0 0.0 0.0
H 0.770934 -1.018562 2.049044 0.0 0.0 0.0
H -0.398372 -2.293571 2.303221 0.0 0.0 0.0
H 1.355416 1.484434 -2.249372 0.0 0.0 0.1
H -0.360499 1.357908 -2.541197 0.0 -0.1 0.0
H 0.895785 1.453525 -4.668813 0.0 0.0 0.0
H 0.061281 -0.092512 -4.515881 0.0 0.0 0.0
H 3.011997 0.448754 -3.940081 0.0 0.0 0.0
H 2.386316 -0.510368 -5.274151 0.0 0.0 0.0
H 3.211510 -1.922877 -3.341013 0.0 0.0 0.0
H 1.499311 -2.191818 -3.677964 0.0 0.0 0.0
H 2.631944 -0.375002 -1.504427 0.0 0.1 0.0
H 1.862174 -1.932375 -1.243326 0.0 0.0 0.0
H -2.934802 1.108929 0.061027 0.0 0.0 0.0
H -2.398947 -0.210000 1.116247 0.0 0.0 0.0
H -4.864590 -0.220707 0.765244 0.0 0.0 0.0
H -4.106316 -1.702341 0.177605 0.0 0.0 0.0
H -4.926784 0.693995 -1.533330 0.0 0.0 0.0
H -5.731170 -0.872554 -1.515780 0.0 0.0 0.0
H -4.141091 -0.638526 -3.456446 0.0 0.0 0.0
H -3.667044 -1.957141 -2.380582 0.0 0.0 0.0
H -2.511525 0.857563 -2.441394 0.0 0.0 0.0
H -1.699891 -0.630638 -2.972410 0.0 0.1 0.0
Se -2.521110 3.964157 -2.647873 0.1 -0.1 0.1
C -1.469553 3.265085 -1.373595 -0.1 0.3 -0.1
N -0.776817 2.808140 -0.551878 -0.1 -0.1 -0.2
```
Positions in Å, forces in eV/Å.

Computed properties:
LUMO energy (alpha / beta) ... 2.458 / 2.458 eV
Net charge ... -1
Frontier orbital gap (alpha / beta) ... 6.4 / 6.9 eV
Spin multiplicity ... 4
Molar mass ... 733.1 g/mol
⟨S²⟩ ... 3.762
ΔE to the lowest compared entry with this formula, charge and spin ... 0.0 kcal/mol

***

Question: Which of these has the lowest molar mass?
Answer: C24H40N4O2SbSc

***

Question: Which value of net charge does entry 1 give?
Answer: +2

***

Question: Look up the ΔE to the lowest compared entry with this formula, charge and spin of the third one.
Answer: 0.0 kcal/mol

***

Question: Which of these has the highest molar mass?
Answer: C24H40N5O6SSi2TeV